Below is a structure of composition C23H18AsBrInNOS in a non-equilibrium geometry, with properties calculated with ωB97M-V/def2-TZVPD.

Atoms and positions in Å:
1 In -0.532 -2.649 -1.533
2 Br 0.337 -3.454 1.323
3 As -0.896 0.226 -0.443
4 S -2.859 -2.282 0.215
5 O 5.486 -3.209 1.077
6 N 1.874 -2.757 -0.825
7 C 1.990 -3.128 0.446
8 C -0.233 1.793 -1.287
9 C -0.107 3.130 -3.274
10 C 1.754 -0.017 2.704
11 C -0.521 1.971 -2.642
12 C 0.894 3.903 -1.214
13 C -3.580 -0.808 -0.193
14 C -0.456 -0.164 3.674
15 C 4.345 -3.048 0.416
16 C 3.019 -2.532 -1.495
17 C 3.166 -3.287 1.127
18 C 4.261 -2.660 -0.923
19 C -5.591 0.474 -0.610
20 C 0.601 4.092 -2.559
21 C -2.799 0.353 -0.476
22 C -3.418 1.537 -0.835
23 C 0.489 2.745 -0.568
24 C -1.027 -0.056 2.417
25 C -4.993 -0.715 -0.258
26 C -4.810 1.599 -0.885
27 C 0.928 -0.146 3.816
28 C -0.192 0.092 1.313
29 C 1.197 0.093 1.440
30 H -5.289 2.540 -1.123
31 H -0.333 3.286 -4.320
32 H 1.366 -0.230 4.802
33 H -2.103 -0.076 2.302
34 H -6.670 0.539 -0.669
35 H 0.713 2.599 0.479
36 H -2.830 2.421 -1.042
37 H 1.433 4.661 -0.662
38 H 5.150 -2.464 -1.509
39 H 1.833 0.191 0.568
40 H -1.065 1.216 -3.196
41 H 6.263 -3.075 0.516
42 H 3.201 -3.598 2.162
43 H -5.584 -1.593 -0.035
44 H 0.933 4.994 -3.057
45 H 2.829 -0.001 2.824
46 H 2.918 -2.245 -2.533
47 H -1.091 -0.257 4.545

Results
charge	+2
M	626.1	g/mol
HOMO (spin up / spin down)	-14.108 / -14.114	eV